--- a ---
Entry from the OMol25 dataset: C5H10O2 as an isolated structure (wB97M-V/def2-TZVPD).

## Properties
Kohn-Sham gap, eV: 9.017
LUMO, eV: 0.52

Last column: Mulliken charge in e.
Geometry (Å):
C 1.32 -0.32 1.76  -1.047
C 1.42 -0.30 0.25  0.200
O 1.31 -1.39 -0.39  -0.580
C -0.32 0.86 -0.01  -0.274
C -0.82 0.67 -1.29  -0.439
C -2.02 0.04 -0.62  -0.289
O -1.37 0.20 0.66  -0.386
H 2.11 -0.97 2.14  0.336
H 1.46 0.68 2.18  0.308
H 0.35 -0.72 2.08  0.315
H 2.07 0.48 -0.18  0.379
H 0.41 -1.17 -1.52  0.142
H 0.16 1.71 0.46  0.495
H -0.71 1.24 -2.20  0.427
H -0.15 -0.65 -1.87  -0.095
H -2.26 -1.00 -0.84  0.275
H -2.92 0.67 -0.68  0.235

--- b ---
Entry from the OMol25 dataset: a 2-piece molecular cluster, C5H10O2 overall (wB97M-V/def2-TZVPD).

## Properties
Kohn-Sham gap, eV: 8.790
LUMO, eV: 0.67

Last column: Mulliken charge in e.
Geometry (Å):
C 1.23 -0.82 0.15  -1.395
C -0.79 0.28 2.42  -0.497
C 0.10 1.52 -1.19  -1.190
C -0.14 0.11 -1.63  1.006
C 0.38 -0.97 -1.01  0.250
O 1.61 -2.04 0.59  -0.339
O -0.93 0.02 -2.71  -0.480
H 2.17 -1.94 1.36  0.403
H -1.06 -0.91 -2.96  0.319
H -0.10 -0.02 1.63  -0.184
H 0.15 -1.96 -1.40  0.265
H -1.69 0.68 1.96  0.251
H -1.04 -0.57 3.03  0.302
H -0.32 1.04 3.04  0.275
H 0.80 1.53 -0.37  0.353
H -0.85 1.96 -0.88  0.284
H 0.47 2.10 -2.03  0.378

--- c ---
Entry from the OMol25 dataset: a 2-piece molecular cluster, C5H10O2 overall (wB97M-V/def2-TZVPD).

## Properties
Kohn-Sham gap, eV: 9.342
LUMO, eV: 0.89
SMILES: C/C=C\O.CC=O

Last column: Mulliken charge in e.
Geometry (Å):
C -1.28 -1.32 -0.58  -1.038
C -1.29 -1.08 0.90  0.072
C -1.23 0.10 1.52  -0.352
O -1.09 1.33 0.98  -0.520
H -0.32 -1.73 -0.93  0.191
H -1.47 -0.41 -1.15  0.313
H -2.04 -2.06 -0.86  0.346
H -1.38 -1.95 1.55  0.325
H -1.30 0.17 2.60  0.353
H -0.84 1.28 0.03  0.306
C 1.99 0.61 0.00  -0.896
C 1.43 1.09 -1.30  0.230
O 0.27 1.39 -1.49  -0.530
H 2.99 1.03 0.17  0.356
H 2.10 -0.48 -0.05  0.243
H 1.32 0.86 0.82  0.230
H 2.15 1.16 -2.15  0.369

The most stable arrangement is c, and the next structure is 161.8 kJ/mol less stable.

--- a ---
Entry from the OMol25 dataset: C5H10O2 as an isolated structure (wB97M-V/def2-TZVPD).

## Properties
Kohn-Sham gap, eV: 9.302
LUMO, eV: 0.95

Last column: Mulliken charge in e.
Geometry (Å):
C 2.10 0.39 -0.66  -1.431
C 1.01 -0.56 -0.19  0.670
C 0.38 -0.12 1.14  -0.673
O -0.81 -0.91 1.21  -0.276
C -1.58 -0.79 0.10  -0.209
C -2.28 0.53 -0.05  -0.826
O -0.03 -0.55 -1.15  -0.520
H 2.52 0.05 -1.61  0.340
H 2.91 0.44 0.08  0.363
H 1.69 1.40 -0.80  0.366
H 1.41 -1.57 -0.06  0.217
H 0.16 0.96 1.13  0.264
H 0.98 -0.36 2.02  0.354
H -0.85 -1.31 -0.91  0.511
H -1.84 1.37 0.50  0.280
H -2.37 0.79 -1.11  0.250
H -3.29 0.36 0.33  0.320

--- b ---
Entry from the OMol25 dataset: a 2-piece molecular cluster, C5H10O2 overall (wB97M-V/def2-TZVPD).

## Properties
Kohn-Sham gap, eV: 9.158
LUMO, eV: 0.93

Last column: Mulliken charge in e.
Geometry (Å):
C 2.16 -0.32 0.80  -0.767
O 0.78 -0.33 0.51  -0.373
C 0.52 -0.30 -0.89  -0.383
C -0.92 -0.60 -1.17  -0.338
C -1.76 -1.20 -0.34  -0.663
C -1.27 2.09 0.21  -0.316
O -1.05 1.53 1.37  -0.368
H 2.64 -1.22 0.38  0.291
H 2.28 -0.32 1.88  0.255
H 2.66 0.57 0.38  0.328
H 0.77 0.70 -1.28  0.342
H 1.17 -1.04 -1.38  0.468
H -1.25 -0.29 -2.16  0.291
H -2.79 -1.38 -0.62  0.272
H -1.46 -1.49 0.66  0.243
H -2.23 2.65 0.39  0.135
H -0.26 0.95 1.26  0.581

The most stable arrangement is a, and the next structure is 29.4 kJ/mol less stable.

--- a ---
Entry from the OMol25 dataset: one molecule with the formula C2H6N2OS (wB97M-V/def2-TZVPD).

## Properties
Kohn-Sham gap, eV: 9.491
LUMO, eV: 0.77
SMILES: CN(S)/C=N\O

Last column: Mulliken charge in e.
Geometry (Å):
C -0.47 -1.47 0.30  -0.689
N 0.29 -0.26 -0.02  -0.094
S 1.98 -0.41 -0.37  -0.172
C -0.36 0.82 -0.57  0.157
N -1.48 1.31 -0.24  -0.466
O -1.98 0.86 0.99  -0.366
H -0.37 -2.23 -0.51  0.251
H -0.07 -1.85 1.32  0.258
H -1.54 -1.24 0.39  0.292
H 2.40 -0.56 0.88  0.130
H -0.01 1.16 -1.57  0.351
H -2.90 0.98 0.90  0.348

--- b ---
Entry from the OMol25 dataset: one molecule with the formula C2H6N2OS (wB97M-V/def2-TZVPD).

## Properties
Kohn-Sham gap, eV: 9.880
LUMO, eV: 0.62
SMILES: [H]/N=C(/NO)SC

Last column: Mulliken charge in e.
Geometry (Å):
H 0.08 1.58 -0.52  0.231
N -0.77 1.05 -0.33  -0.762
C -0.59 -0.21 -0.25  0.597
N -1.68 -1.05 -0.15  -0.230
O -2.90 -0.38 0.00  -0.427
S 0.92 -1.14 -0.31  -0.074
C 2.10 0.15 0.14  -0.890
H -1.60 -1.76 0.62  0.266
H -2.64 0.55 0.06  0.371
H 2.22 0.89 -0.66  0.301
H 1.80 0.69 1.07  0.327
H 3.06 -0.37 0.32  0.288

--- c ---
Entry from the OMol25 dataset: C2H6N2OS as an isolated structure (wB97M-V/def2-TZVPD).

## Properties
Kohn-Sham gap, eV: 9.652
LUMO, eV: 0.66

Last column: Mulliken charge in e.
Geometry (Å):
C -1.56 -0.30 0.39  -0.697
C 0.65 0.73 -0.78  0.404
H -0.67 -0.90 0.99  0.246
H -2.08 0.58 0.75  0.289
H -2.45 -1.03 0.36  0.284
H 0.01 2.24 -1.38  0.315
H 1.86 0.31 1.19  0.326
H 1.47 -1.97 0.07  0.282
N 0.87 1.92 -0.86  -0.577
N 1.66 -0.10 -0.01  -0.370
O 1.02 -1.27 0.48  -0.355
S -0.78 -0.21 -1.20  -0.145

The most stable arrangement is b, and the next structure is 109.2 kJ/mol less stable.